1.
30
Properties=species:S:1:pos:R:3:forces:R:3 method="wB97M-V/def2-TZVPD" smiles="COC(=O)N=[S@](=O)([O-])N(C)C(C)(C)CO" charge=-1 homo_energy_ha=-0.16586 e_above_lowest_kcal_mol=43.7 e_tot_ev=-31553.960
S -1.5385 -0.0661 1.4424 3.38 2.54 -2.67
O 0.6726 1.6428 2.6368 2.13 -0.80 0.52
O -2.7753 -0.3746 0.8444 -2.52 -0.19 -0.41
O 0.5957 -2.7715 1.4058 0.83 -0.21 0.06
O -1.0524 -1.0198 2.4005 0.33 0.45 0.65
O -0.8860 3.2174 3.0125 -0.90 0.06 -0.23
N -0.3537 -0.1010 -0.2931 0.55 -1.11 3.35
N -1.4762 1.5306 1.7808 -1.03 -2.79 -0.34
C 0.8899 -1.3653 -1.9885 1.06 0.26 -0.07
C 1.1997 -1.8666 0.4742 -1.78 1.01 0.93
C -1.0752 0.5167 -1.3732 -0.08 1.28 3.38
C -0.4426 2.0182 2.4834 -1.26 0.99 -0.31
C -0.9405 -2.4532 -0.8365 -0.84 1.82 -0.87
C -0.0555 4.0870 3.6909 4.81 -0.11 -2.88
C 0.1846 -1.4196 -0.6373 -0.30 -0.58 0.81
H 0.2915 -2.2680 2.1812 -0.06 -0.06 -0.70
H 0.1929 5.0413 3.0125 -0.65 -1.83 1.50
H -0.6262 -3.4138 -1.2256 0.14 -0.34 0.47
H 0.4056 -0.7134 -2.7570 0.48 -1.13 0.51
H 1.0956 -2.4064 -2.3014 -0.39 0.54 -0.30
H -1.5858 -2.4346 0.0438 0.04 -0.68 -0.30
H 1.8706 -0.9491 -1.8062 0.52 0.44 -0.16
H -2.0498 0.6813 -0.8807 -0.03 0.75 -1.40
H 1.0224 3.5775 3.9129 -2.51 1.10 -0.42
H -0.4165 1.3689 -1.5373 -0.96 0.64 -0.93
H -0.5173 4.3391 4.5725 -0.96 0.90 2.10
H 1.5758 -0.9687 1.0429 -0.21 -0.70 -0.91
H -1.4903 -1.9582 -1.6957 -0.04 -0.89 0.89
H -1.0835 -0.1757 -2.1359 -0.89 -0.70 -2.04
H 1.9746 -2.3798 -0.0318 1.12 -0.66 -0.24

2.
14
Properties=species:S:1:pos:R:3:forces:R:3 method="wB97M-V/def2-TZVPD" smiles="C=CCCl.C" charge=0 homo_energy_ha=-0.37251 e_above_lowest_kcal_mol=42.4 e_tot_ev=-16814.908
Cl -1.0143 1.2978 -3.2904 0.29 0.46 0.44
C -1.0435 -0.2353 -2.3103 -0.98 0.59 -1.46
C 1.5064 0.5664 2.3956 -0.24 2.68 0.62
C -0.3751 -0.1746 -0.9714 -1.15 0.75 -2.18
C -0.7784 -0.9392 0.0046 -1.69 -1.11 0.60
H -0.3427 -0.6650 0.9326 0.12 -0.71 1.06
H 0.4856 1.0502 2.4652 0.76 -1.32 0.15
H 2.1147 1.5226 2.4991 -0.11 -1.36 -0.78
H -2.1172 -0.4565 -2.4227 0.44 -0.28 1.12
H -0.5865 -0.8634 -3.0303 0.82 -1.06 -0.23
H 0.3504 0.6289 -0.9207 0.21 -0.23 0.48
H -1.6528 -1.7046 -0.0713 1.86 1.53 0.14
H 1.8247 -0.0304 3.2390 -0.55 -0.25 0.28
H 1.6284 0.0028 1.4809 0.23 0.30 -0.24

3.
14
Properties=species:S:1:pos:R:3:forces:R:3 method="wB97M-V/def2-TZVPD" smiles="C=C1[C@H](C)[N+]1=C" charge=+1 homo_energy_ha=-0.55154 e_above_lowest_kcal_mol=98.1 e_tot_ev=-6793.833
N 0.7130 -0.4207 0.3038 3.93 0.51 -1.21
C -0.6736 -0.3968 0.5210 -0.02 1.46 -2.83
C 0.0032 -0.2311 -0.9197 -1.29 0.45 1.21
C 0.0568 -0.0175 -2.2455 1.02 -0.88 2.18
C 1.9100 -0.4362 0.7849 -1.64 -0.09 -2.16
C -1.3532 0.7988 1.1426 -0.99 -3.56 -2.23
H -1.0681 -1.3621 0.3995 -0.91 -1.30 1.25
H -1.4642 0.7597 2.1438 -0.28 -0.67 3.48
H -0.7280 -0.1339 -2.9569 -1.02 0.42 0.21
H -2.3168 0.5878 0.7062 -0.77 1.15 -0.06
H 1.0098 0.0948 -2.7081 0.78 -0.03 -0.19
H 2.7247 -0.3996 0.0767 0.07 0.18 -0.06
H 2.1053 -0.5400 1.8016 0.02 -0.16 1.74
H -0.9189 1.6969 0.9500 1.10 2.52 -1.34

4.
13
Properties=species:S:1:pos:R:3:forces:R:3 method="wB97M-V/def2-TZVPD" charge=-1 homo_energy_ha=-0.13760 e_above_lowest_kcal_mol=36.4 e_tot_ev=-75716.841
Se 2.1464 -0.6749 0.2712 -0.94 0.49 -0.60
O -2.6348 0.0211 0.7996 -0.96 0.15 1.41
O -1.5760 1.6510 -0.3551 0.57 -0.25 -0.01
O -1.4022 -1.8090 -0.9417 -0.31 0.64 -0.69
C 0.3532 -0.9750 1.0375 -0.83 0.25 -1.24
C 1.4221 0.9133 -0.8650 3.95 -3.51 0.19
C -1.8002 0.5101 0.0358 -1.06 0.28 -1.16
C -1.1671 -0.8022 -0.3773 3.31 -1.53 2.21
H 2.3428 1.4275 -1.0173 0.15 0.83 -0.57
H 0.9889 0.3997 -1.6601 -0.57 -0.28 -1.63
H 0.7545 1.2910 -0.2416 -2.76 2.29 2.41
H 0.2270 -0.0735 1.6198 -0.39 0.07 0.45
H 0.3454 -1.8791 1.6942 -0.17 0.58 -0.79

5.
24
Properties=species:S:1:pos:R:3:forces:R:3 method="wB97M-V/def2-TZVPD" smiles="O=c1cc[nH]c(=O)[nH]1.O=c1cc[nH]c(=O)[nH]1" charge=0 homo_energy_ha=-0.36450 e_above_lowest_kcal_mol=58.7 e_tot_ev=-22576.383
O 5.3301 -2.2369 -0.0206 -0.90 1.04 -1.11
O 4.9738 2.2343 0.1922 0.00 1.42 -0.21
O -6.0760 -0.5872 -1.1559 -0.74 -0.58 -0.08
O -2.6933 2.1650 -0.0605 -0.06 -0.79 0.28
N 3.2458 -1.3272 -0.5420 -2.07 -1.39 1.33
N -4.6649 -1.2767 0.4940 0.72 0.00 0.72
N -4.2601 0.6555 -0.6828 0.19 -0.22 0.77
N 5.0352 0.0185 -0.1093 0.91 0.79 0.27
C -3.2233 1.0855 0.1494 -0.07 0.61 -0.18
C -3.5868 -1.0172 1.3216 -0.27 0.77 -0.53
C 2.3369 -0.1646 -0.2506 0.61 -1.77 -0.08
C 2.7424 1.0887 0.2218 2.42 -3.72 -3.38
C 4.3099 1.2697 0.0188 -1.70 -2.31 1.69
C -5.1038 -0.4312 -0.4685 0.72 1.41 -1.21
C -2.8979 0.1388 1.2226 -0.19 -0.63 -0.26
C 4.6275 -1.2661 -0.2946 -1.08 -0.69 2.04
H -5.1759 -2.1189 0.5705 -0.48 -0.76 0.21
H 2.0663 1.8922 0.1031 -0.41 0.87 0.44
H 5.9629 0.0187 0.3442 -0.59 0.49 -0.76
H -4.5316 1.2939 -1.4104 -0.16 0.10 -0.13
H -3.4004 -1.7992 2.0350 0.22 0.00 0.23
H -2.0672 0.3568 1.8630 0.15 0.09 0.18
H 2.8583 -2.3727 -0.2758 1.14 3.75 -1.12
H 1.2889 -0.5845 -0.5148 1.65 1.51 0.89

6.
10
Properties=species:S:1:pos:R:3:forces:R:3 method="wB97M-V/def2-TZVPD" smiles="NNC(N)=O" charge=0 homo_energy_ha=-0.35575 e_above_lowest_kcal_mol=20.2 e_tot_ev=-7634.762
O -0.6580 1.6642 -0.0893 -0.32 0.08 -0.30
N -1.8151 -0.3000 -0.1606 -2.96 3.38 1.98
N 1.8024 0.3819 -0.1073 -0.02 -0.14 0.91
N 0.5580 -0.2858 -0.1226 -0.36 -2.54 0.50
C -0.6569 0.4612 -0.1487 1.64 -0.62 0.92
H -1.8442 -1.3003 -0.0925 0.10 -0.03 0.24
H 0.5092 -1.3089 0.2806 0.12 2.88 -1.18
H -2.6412 0.3467 0.4025 3.12 -2.97 -2.39
H 2.2619 0.3123 0.8114 -0.63 0.18 -0.44
H 2.4839 0.0286 -0.7735 -0.68 -0.22 -0.25